[1]
C6H12O | wB97M-V/def2-TZVPD

The total charge is 0. The largest force on an atom is 0.411 eV/Å. The calculation puts the HOMO energy at -9.415 eV. Its relative energy (zero: lowest compared OMol25 entry of this formula, charge and spin) is 11.71 kcal per mole. The multiplicity is 1. The value obtained for the LUMO energy is 1.1 eV. Its total energy is -311.04062 Eh. Its SMILES is C[C@@H]1OCC[C@@H]1C.

Each atom is followed by the atoms it is bonded to, with distances in Å.
Atoms and positions in Å:
1 C -0.79 -1.64 0.04  C2 1.538, H8 1.097, H9 1.097, H10 1.098
2 C -0.56 -0.24 -0.55  C1 1.538, C3 1.548, C6 1.547, H11 1.093
3 C -1.44 0.81 0.16  C2 1.548, C4 1.536, H12 1.101, H13 1.098
4 C -0.46 1.50 1.12  C3 1.536, O5 1.419, H14 1.094, H15 1.100
5 O 0.86 1.12 0.75  C4 1.419, C6 1.418
6 C 0.83 0.43 -0.49  C2 1.547, O5 1.418, C7 1.517, H16 1.107
7 C 2.09 -0.40 -0.57  C6 1.517, H17 1.093, H18 1.096, H19 1.096
8 H -1.84 -1.88 -0.17  C1 1.097
9 H -0.20 -2.44 -0.43  C1 1.097
10 H -0.67 -1.72 1.13  C1 1.098
11 H -0.81 -0.31 -1.61  C2 1.093
12 H -2.28 0.35 0.71  C3 1.101
13 H -1.85 1.54 -0.56  C3 1.098
14 H -0.61 1.14 2.15  C4 1.094
15 H -0.54 2.59 1.11  C4 1.100
16 H 0.88 1.16 -1.32  C6 1.107
17 H 2.13 -1.14 0.23  C7 1.093
18 H 2.20 -0.90 -1.54  C7 1.096
19 H 2.95 0.27 -0.46  C7 1.096

Taken from the Löwdin analysis, the atomic charges in e are: -0.07, -0.31, -0.13, -0.19, -0.11, -0.38, -0.04, 0.08, 0.07, 0.09, 0.13, 0.11, 0.11, 0.12, 0.12, 0.15, 0.08, 0.08, 0.08



[2]
C18H46N2O6 | wB97M-V/def2-TZVPD

The total charge is 0. The largest force on an atom is 2.114 eV/Å. The calculation puts the HOMO energy at -7.998 eV. Its relative energy (zero: lowest compared OMol25 entry of this formula, charge and spin) is 4.33 kcal per mole. The multiplicity is 1. The value obtained for the LUMO energy is 0.0 eV. Its total energy is -1274.29762 Eh. Its SMILES is CC1(C)CCCC(C)(C)N1O.CC1(C)CCCC(C)(C)N1O.O.O.O.O.

Each atom is followed by the atoms it is bonded to, with distances in Å.
Atoms and positions in Å:
1 C -2.24 0.35 0.92  C2 1.533, H12 1.099, H13 1.094, H14 1.092
2 C -2.42 0.96 -0.47  C1 1.533, C3 1.493, N7 1.456, C11 1.538
3 C -1.20 1.78 -0.71  C2 1.493, C4 1.526, H15 1.103, H16 1.096
4 C -0.83 2.01 -2.17  C3 1.526, C5 1.524, H17 1.098, H18 1.101
5 C -0.91 0.78 -3.07  C4 1.524, C6 1.527, H19 1.089, H20 1.098
6 C -2.16 -0.07 -2.87  C5 1.527, N7 1.456, C9 1.529, C10 1.530
7 N -2.47 -0.12 -1.45  C2 1.456, C6 1.456, O8 1.404
8 O -3.52 -1.01 -1.18  N7 1.404, H30 0.973
9 C -3.33 0.44 -3.71  C6 1.529, H21 1.090, H22 1.092, H23 1.088
10 C -1.84 -1.51 -3.28  C6 1.530, H24 1.092, H25 1.090, H26 1.092
11 C -3.70 1.81 -0.49  C2 1.538, H27 1.090, H28 1.092, H29 1.093
12 H -1.50 0.94 1.48  C1 1.099
13 H -1.77 -0.64 0.86  C1 1.094
14 H -3.14 0.29 1.53  C1 1.092
15 H -1.30 2.80 -0.29  C3 1.103
16 H -0.36 1.43 -0.10  C3 1.096
17 H 0.16 2.49 -2.23  C4 1.098
18 H -1.46 2.85 -2.52  C4 1.101
19 H 0.01 0.21 -2.98  C5 1.089
20 H -0.93 1.24 -4.07  C5 1.098
21 H -3.64 1.42 -3.36  C9 1.090
22 H -3.05 0.53 -4.76  C9 1.092
23 H -4.18 -0.24 -3.60  C9 1.088
24 H -2.77 -2.10 -3.29  C10 1.092
25 H -1.40 -1.56 -4.28  C10 1.090
26 H -1.18 -1.97 -2.55  C10 1.092
27 H -3.65 2.68 0.17  C11 1.090
28 H -4.57 1.20 -0.22  C11 1.092
29 H -3.92 2.17 -1.49  C11 1.093
30 H -3.07 -1.76 -0.75  O8 0.973
31 C 3.78 1.29 2.41  C32 1.553, H42 1.093, H43 1.085, H44 1.089
32 C 2.55 1.50 1.49  C31 1.553, C33 1.542, N37 1.455, C41 1.528
33 C 2.92 2.35 0.26  C32 1.542, C34 1.532, H45 1.093, H46 1.093
34 C 3.73 1.59 -0.79  C33 1.532, C35 1.522, H47 1.090, H48 1.092
35 C 2.86 0.42 -1.23  C34 1.522, C36 1.527, H49 1.095, H50 1.096
36 C 2.51 -0.52 -0.08  C35 1.527, N37 1.458, C39 1.509, C40 1.516
37 N 1.98 0.24 1.04  C32 1.455, C36 1.458, O38 1.413
38 O 1.64 -0.64 2.09  N37 1.413, H60 0.964
39 C 1.44 -1.45 -0.59  C36 1.509, H51 1.093, H52 1.092, H53 1.094
40 C 3.71 -1.39 0.27  C36 1.516, H54 1.089, H55 1.098, H56 1.096
41 C 1.47 2.26 2.26  C32 1.528, H57 1.092, H58 1.097, H59 1.094
42 H 4.46 2.15 2.36  C31 1.093
43 H 4.32 0.38 2.15  C31 1.085
44 H 3.48 1.20 3.46  C31 1.089
45 H 2.02 2.75 -0.21  C33 1.093
46 H 3.50 3.18 0.68  C33 1.093
47 H 4.68 1.25 -0.38  C34 1.090
48 H 3.89 2.24 -1.65  C34 1.092
49 H 3.33 -0.18 -2.02  C35 1.095
50 H 1.94 0.81 -1.67  C35 1.096
51 H 1.87 -2.14 -1.31  C39 1.093
52 H 0.97 -2.03 0.21  C39 1.092
53 H 0.65 -0.90 -1.10  C39 1.094
54 H 4.61 -0.86 0.59  C40 1.089
55 H 3.46 -2.09 1.07  C40 1.098
56 H 3.97 -2.06 -0.56  C40 1.096
57 H 1.34 1.92 3.29  C41 1.092
58 H 0.49 2.12 1.80  C41 1.097
59 H 1.62 3.34 2.29  C41 1.094
60 H 0.69 -0.74 1.98  O38 0.964
61 O -1.45 0.05 4.05  H62 0.965, H63 0.965
62 H -1.78 -0.29 4.89  O61 0.965
63 H -2.24 0.23 3.52  O61 0.965
64 O 0.56 -4.70 4.65  H65 0.962, H66 0.971
65 H 1.41 -4.28 4.52  O64 0.962
66 H 0.04 -4.44 3.88  O64 0.971
67 O -0.87 -3.19 2.67  H68 0.974, H69 0.967
68 H -0.95 -2.26 2.96  O67 0.974
69 H -1.55 -3.30 1.99  O67 0.967
70 O -2.31 -3.37 -0.03  H71 0.965, H72 0.965
71 H -1.51 -3.73 -0.44  O70 0.965
72 H -2.88 -4.14 0.13  O70 0.965

Taken from the Löwdin analysis, the atomic charges in e are: -0.03, -0.51, -0.16, -0.17, -0.13, -0.52, -0.11, -0.02, -0.02, -0.03, -0.02, 0.07, 0.08, 0.08, 0.13, 0.08, 0.10, 0.11, 0.10, 0.12, 0.07, 0.09, 0.08, 0.08, 0.09, 0.07, 0.09, 0.08, 0.07, 0.05, -0.01, -0.50, -0.13, -0.16, -0.14, -0.54, -0.10, 0.00, -0.03, -0.04, -0.03, 0.08, 0.06, 0.08, 0.11, 0.12, 0.11, 0.11, 0.13, 0.10, 0.09, 0.08, 0.06, 0.07, 0.09, 0.09, 0.08, 0.06, 0.09, 0.07, -0.05, 0.05, 0.01, -0.08, 0.03, -0.01, -0.05, 0.03, 0.01, -0.03, 0.07, 0.08



[3]
C3H8N2OS | wB97M-V/def2-TZVPD

The total charge is 0. The largest force on an atom is 2.575 eV/Å. The calculation puts the HOMO energy at -8.909 eV. Its relative energy (zero: lowest compared OMol25 entry of this formula, charge and spin) is 75.29 kcal per mole. The multiplicity is 1. The value obtained for the LUMO energy is 0.7 eV. Its total energy is -701.95752 Eh. Its SMILES is C/N=C(/CS)NO.

Each atom is followed by the atoms it is bonded to, with distances in Å.
Atoms and positions in Å:
1 C -2.24 -0.06 -1.62  H4 1.111, H5 1.133, H6 1.062, N12 1.465
2 C -0.38 0.30 -0.06  C3 1.481, N12 1.272, N13 1.372
3 C 0.08 0.54 1.33  C2 1.481, H7 1.095, H8 1.135, S15 1.796
4 H -2.14 -1.16 -1.72  C1 1.111
5 H -1.89 0.44 -2.57  C1 1.133
6 H -3.26 0.24 -1.53  C1 1.062
7 H -0.80 0.61 1.97  C3 1.095
8 H 0.56 1.57 1.36  C3 1.135
9 H 0.95 -1.66 1.69  S15 1.316
10 H 1.60 0.17 -0.52  N13 1.027
11 H 0.68 -0.74 -2.61  O14 0.965
12 N -1.61 0.39 -0.37  C1 1.465, C2 1.272
13 N 0.66 -0.08 -0.86  C2 1.372, H10 1.027, O14 1.433
14 O 0.53 0.15 -2.27  H11 0.965, N13 1.433
15 S 1.38 -0.47 2.05  C3 1.796, H9 1.316

Taken from the Löwdin analysis, the atomic charges in e are: -0.14, -0.49, -0.52, 0.09, 0.08, 0.04, 0.08, 0.10, -0.15, 0.11, 0.10, 0.03, -0.03, -0.04, 0.73



[4]
C5H8N2O5 | wB97M-V/def2-TZVPD

The total charge is 0. The largest force on an atom is 5.139 eV/Å. The calculation puts the HOMO energy at -8.493 eV. Its relative energy (zero: lowest compared OMol25 entry of this formula, charge and spin) is 97.81 kcal per mole. The multiplicity is 1. The value obtained for the LUMO energy is -0.2 eV. Its total energy is -680.83337 Eh.

Each atom is followed by the atoms it is bonded to, with distances in Å.
Atoms and positions in Å:
1 C -0.05 -1.32 -0.21  N6 1.221, O12 1.295
2 C 2.19 -0.50 -0.29  C3 1.481, O8 1.202, O12 1.407
3 C 2.79 0.85 -0.30  C2 1.481, H13 1.140, H14 1.056, H15 1.025
4 C -1.72 0.79 0.87  C5 1.410, H16 1.130, H17 1.150, H18 1.084
5 C -2.01 -0.30 0.02  C4 1.410, N7 1.389, O11 1.279
6 N -0.12 -2.45 -0.68  C1 1.221, H19 1.018
7 N -1.93 -0.13 -1.36  C5 1.389, O9 1.205, O10 1.210
8 O 2.68 -1.56 -0.56  C2 1.202
9 O -2.39 -1.04 -2.01  N7 1.205
10 O -1.43 0.88 -1.80  N7 1.210
11 O -2.82 -1.20 0.42  C5 1.279, H20 1.053
12 O 0.82 -0.41 0.06  C1 1.295, C2 1.407
13 H 2.01 1.54 -0.77  C3 1.140
14 H 2.80 1.11 0.72  C3 1.056
15 H 3.66 0.80 -0.85  C3 1.025
16 H -2.63 1.35 1.23  C4 1.130
17 H -1.31 1.73 0.34  C4 1.150
18 H -0.95 0.50 1.58  C4 1.084
19 H 0.72 -3.03 -0.75  N6 1.018
20 H -3.01 -1.93 -0.32  O11 1.053

Taken from the Löwdin analysis, the atomic charges in e are: -0.27, -0.44, 0.05, -0.02, -0.47, 0.20, -0.40, 0.15, 0.07, 0.07, 0.10, 0.06, 0.13, 0.09, 0.07, 0.12, 0.12, 0.09, 0.08, 0.20



[5]
C7H8F2 | wB97M-V/def2-TZVPD

The total charge is 0. The largest force on an atom is 4.346 eV/Å. The calculation puts the HOMO energy at -9.070 eV. Its relative energy (zero: lowest compared OMol25 entry of this formula, charge and spin) is 0.00 kcal per mole. The multiplicity is 1. The value obtained for the LUMO energy is 0.4 eV. Its total energy is -471.18710 Eh. Its SMILES is C=C1CCC(F)(F)C1=C.

Each atom is followed by the atoms it is bonded to, with distances in Å.
Atoms and positions in Å:
1 C 0.94 0.07 -0.12  C2 1.472, C3 1.340, C5 1.509
2 C -0.28 0.86 0.10  C1 1.472, C4 1.323, C7 1.527
3 C 2.16 0.62 -0.08  C1 1.340, H10 1.102, H11 1.113
4 C -0.51 2.13 -0.15  C2 1.323, H12 1.183, H13 1.110
5 C 0.59 -1.40 -0.17  C1 1.509, C6 1.560, H14 1.115, H15 1.093
6 C -0.81 -1.53 0.50  C5 1.560, C7 1.557, H16 1.030, H17 1.161
7 C -1.42 -0.16 0.08  C2 1.527, C6 1.557, F8 1.373, F9 1.301
8 F -2.43 0.08 0.98  C7 1.373
9 F -1.98 -0.20 -1.09  C7 1.301
10 H 3.18 0.20 -0.14  C3 1.102
11 H 2.38 1.70 0.09  C3 1.113
12 H -1.60 2.59 -0.19  C4 1.183
13 H 0.43 2.71 -0.28  C4 1.110
14 H 0.35 -1.56 -1.25  C5 1.115
15 H 1.25 -2.17 0.25  C5 1.093
16 H -1.29 -2.19 -0.13  C6 1.030
17 H -0.98 -1.77 1.62  C6 1.161

Taken from the Löwdin analysis, the atomic charges in e are: -0.27, -0.19, 0.06, 0.10, -0.12, -0.06, -0.57, 0.06, 0.15, 0.07, 0.07, 0.13, 0.07, 0.13, 0.12, 0.08, 0.16



[6]
C4H6NS | wB97M-V/def2-TZVPD

The total charge is +1. The largest force on an atom is 5.674 eV/Å. The calculation puts the HOMO energy at -14.096 eV. Its relative energy (zero: lowest compared OMol25 entry of this formula, charge and spin) is 109.08 kcal per mole. The multiplicity is 1. The value obtained for the LUMO energy is -5.4 eV. Its total energy is -608.48946 Eh.

Each atom is followed by the atoms it is bonded to, with distances in Å.
Atoms and positions in Å:
1 C -0.10 2.40 -0.27  C3 1.230
2 C -0.86 -0.91 0.17  N5 1.315, S6 1.706, H8 1.051
3 C 0.10 1.18 -0.20  C1 1.230, N5 1.329
4 C 1.58 -0.61 -0.14  N5 1.486, H9 1.049, H10 1.100, H11 1.206
5 N 0.18 -0.13 0.01  C2 1.315, C3 1.329, C4 1.486
6 S -2.45 -0.33 -0.10  C2 1.706, H12 1.379
7 H -0.26 3.93 0.10  no bonds
8 H -0.79 -1.86 0.62  C2 1.051
9 H 1.72 -1.47 0.45  C4 1.049
10 H 2.35 0.14 0.09  C4 1.100
11 H 1.78 -1.07 -1.24  C4 1.206
12 H -3.24 -1.27 0.52  S6 1.379

Taken from the Löwdin analysis, the atomic charges in e are: 0.13, -0.38, -0.27, 0.02, -0.19, 0.97, 0.29, 0.10, 0.07, 0.12, 0.17, -0.04



Repeat the first record exactly.
C6H12O | wB97M-V/def2-TZVPD

The total charge is 0. The largest force on an atom is 0.411 eV/Å. The calculation puts the HOMO energy at -9.415 eV. Its relative energy (zero: lowest compared OMol25 entry of this formula, charge and spin) is 11.71 kcal per mole. The multiplicity is 1. The value obtained for the LUMO energy is 1.1 eV. Its total energy is -311.04062 Eh. Its SMILES is C[C@@H]1OCC[C@@H]1C.

Each atom is followed by the atoms it is bonded to, with distances in Å.
Atoms and positions in Å:
1 C -0.79 -1.64 0.04  C2 1.538, H8 1.097, H9 1.097, H10 1.098
2 C -0.56 -0.24 -0.55  C1 1.538, C3 1.548, C6 1.547, H11 1.093
3 C -1.44 0.81 0.16  C2 1.548, C4 1.536, H12 1.101, H13 1.098
4 C -0.46 1.50 1.12  C3 1.536, O5 1.419, H14 1.094, H15 1.100
5 O 0.86 1.12 0.75  C4 1.419, C6 1.418
6 C 0.83 0.43 -0.49  C2 1.547, O5 1.418, C7 1.517, H16 1.107
7 C 2.09 -0.40 -0.57  C6 1.517, H17 1.093, H18 1.096, H19 1.096
8 H -1.84 -1.88 -0.17  C1 1.097
9 H -0.20 -2.44 -0.43  C1 1.097
10 H -0.67 -1.72 1.13  C1 1.098
11 H -0.81 -0.31 -1.61  C2 1.093
12 H -2.28 0.35 0.71  C3 1.101
13 H -1.85 1.54 -0.56  C3 1.098
14 H -0.61 1.14 2.15  C4 1.094
15 H -0.54 2.59 1.11  C4 1.100
16 H 0.88 1.16 -1.32  C6 1.107
17 H 2.13 -1.14 0.23  C7 1.093
18 H 2.20 -0.90 -1.54  C7 1.096
19 H 2.95 0.27 -0.46  C7 1.096

Taken from the Löwdin analysis, the atomic charges in e are: -0.07, -0.31, -0.13, -0.19, -0.11, -0.38, -0.04, 0.08, 0.07, 0.09, 0.13, 0.11, 0.11, 0.12, 0.12, 0.15, 0.08, 0.08, 0.08



Question: Look up the relative energy (zero: lowest compared OMol25 entry of this formula, charge and spin) of the sixth one.
Answer: 109.08 kcal per mole



Question: Which formula does entry 4 have?
Answer: C5H8N2O5